{"formula": "C18H20N2O5", "method": "wB97M-V/def2-TZVPD", "species": ["C", "H", "O", "C", "C", "C", "C", "C", "C", "H", "H", "C", "N", "O", "C", "O", "C", "C", "C", "C", "C", "C", "C", "H", "O", "C", "H", "H", "H", "O", "C", "H", "H", "H", "H", "H", "H", "H", "N", "H", "H", "H", "H", "H", "H"], "positions_angstrom": [[-5.129652, -0.526469, -0.135426], [-6.040841, -0.682415, -0.710727], [-4.234732, -1.526922, -0.560806], [-2.974541, -1.526839, -0.059745], [-2.509813, -0.665118, 0.928679], [-1.195176, -0.740685, 1.348695], [-0.318071, -1.664662, 0.793064], [-0.791910, -2.535722, -0.188216], [-2.101094, -2.474944, -0.601363], [-2.479281, -3.140259, -1.361100], [-0.108634, -3.247962, -0.619914], [1.105913, -1.645508, 1.141230], [1.911578, -2.007707, 0.211557], [3.286076, -1.848290, 0.533133], [4.047464, -1.310522, -0.430479], [5.219391, -1.156807, -0.209078], [3.365684, -0.924328, -1.729700], [2.124378, -0.100701, -1.515224], [0.953905, -0.361944, -2.207927], [-0.180157, 0.376741, -1.942914], [-0.199131, 1.375770, -0.975592], [0.990151, 1.660385, -0.281484], [2.131678, 0.930152, -0.583803], [3.053568, 1.136858, -0.062435], [0.972827, 2.641226, 0.684119], [2.154784, 2.904960, 1.397376], [2.500999, 2.023033, 1.946277], [2.954491, 3.262382, 0.741108], [1.895289, 3.691119, 2.105656], [-1.424053, 1.962340, -0.811871], [-1.615426, 3.019952, 0.097940], [-2.662491, 3.304598, -0.012920], [-0.982336, 3.878246, -0.135632], [-1.430486, 2.707987, 1.128209], [-1.102579, 0.179781, -2.465190], [0.919318, -1.150514, -2.942419], [4.103311, -0.385296, -2.329000], [3.097125, -1.847945, -2.246576], [1.489243, -1.133189, 2.340774], [0.833364, -1.121448, 3.101509], [2.464726, -1.228398, 2.576425], [-0.845857, -0.036088, 2.089377], [-3.156024, 0.079420, 1.365360], [-5.357852, -0.617229, 0.931565], [-4.735138, 0.472956, -0.342491]], "forces_ev_per_a": [[-0.2, 0.2, 0.1], [0.0, 0.0, 0.1], [0.2, -0.2, -0.1], [0.2, 0.0, 0.0], [-0.4, 0.0, -0.1], [0.3, -0.2, 0.0], [-0.4, 0.0, 0.0], [0.0, 0.1, 0.2], [-0.2, 0.1, 0.0], [0.0, -0.1, -0.1], [0.1, -0.1, -0.1], [0.8, 0.1, 0.2], [-0.1, -0.5, -0.9], [-0.6, -0.2, 1.5], [0.4, 0.3, -0.7], [-0.2, -0.1, 0.0], [0.0, 0.0, 0.1], [-0.1, 0.3, -0.2], [0.2, 0.2, 0.0], [0.0, 0.2, 0.2], [0.0, -0.1, -0.1], [-0.1, 0.1, 0.1], [0.0, 0.0, -0.1], [0.1, 0.1, 0.1], [-0.3, -0.3, -0.4], [0.2, 0.0, 0.1], [0.0, 0.0, 0.0], [0.0, 0.0, 0.0], [0.1, 0.0, 0.0], [0.2, -0.2, -0.1], [-0.2, 0.3, 0.2], [0.1, 0.0, 0.0], [-0.1, -0.1, 0.0], [0.0, 0.0, -0.1], [-0.2, 0.0, -0.1], [0.0, -0.2, -0.1], [0.0, -0.1, 0.1], [0.0, 0.0, 0.0], [0.3, 0.2, 0.2], [0.0, -0.1, -0.1], [-0.1, 0.0, 0.0], [0.0, 0.1, 0.0], [-0.1, 0.1, 0.0], [0.0, 0.0, 0.0], [0.0, 0.0, 0.0]], "nbo_charge": [-0.25, 0.20, -0.49, 0.32, -0.32, -0.11, -0.15, -0.14, -0.26, 0.23, 0.24, 0.41, -0.24, -0.40, 0.80, -0.57, -0.54, -0.03, -0.16, -0.25, 0.25, 0.23, -0.26, 0.21, -0.52, -0.25, 0.18, 0.18, 0.20, -0.51, -0.24, 0.18, 0.18, 0.18, 0.23, 0.20, 0.25, 0.25, -0.82, 0.40, 0.41, 0.21, 0.22, 0.18, 0.18], "orbital_gap_ev": 8.2791, "lumo_energy_ha": 0.0215, "total_charge": 0, "homo_energy_ev": -7.6943, "fmax_ev_per_a": 1.57, "e_tot_ev": -32206.1996, "smiles": "COc1ccc(/C(N)=N/OC(=O)Cc2ccc(OC)c(OC)c2)cc1", "relative_energy_kcal_mol": 79.7}